No. 1
The following is a DFT calculation (the ωB97M-V functional and the def2-TZVPD basis) of C2H6N4O in the gas phase.

```
13
Properties=species:S:1:pos:R:3
H -1.51798 2.20660 0.16587
H 2.54582 -0.44344 0.57133
H -2.07042 -1.44937 -0.29208
H -3.10885 -0.14011 0.14235
C -1.09459 0.32179 -0.04923
N 1.00744 0.61394 -0.33266
H 2.64391 1.36317 0.17385
H 1.46426 -1.79908 0.20484
N 2.40155 0.33875 -0.09160
N -0.78435 1.52859 0.00559
N -2.22430 -0.46728 -0.14596
O 0.48738 -1.68885 -0.08440
C 0.25012 -0.38469 -0.26791
```

For the energy above the lowest of the compared OMol25 structures with the same formula, charge and spin, the calculation gives 106.1 kcal/mol. For the strongest force on any atom, the calculation gives 6.49 eV/Å. The SMILES is [H]/N=C(N)/C(O)=N/N.

---

No. 2
The following is a DFT calculation (the ωB97M-V functional and the def2-TZVPD basis) of C3H2N2O2S in the gas phase.

```
10
Properties=species:S:1:pos:R:3
N -0.72539 0.29174 -2.51150
N -1.06395 0.04902 -1.39111
S -1.26355 0.81156 2.37281
O -0.73927 2.04421 1.69516
H 0.21402 -1.14210 -0.16061
O -1.81124 -2.69651 1.68780
C -1.03781 -0.44640 1.16349
H 0.38283 0.68224 0.06615
C -0.29991 -0.19953 -0.15456
C -1.32417 -1.70020 1.41485
```

For the energy above the lowest of the compared OMol25 structures with the same formula, charge and spin, the calculation gives 128.2 kcal/mol. For the strongest force on any atom, the calculation gives 3.42 eV/Å.

---

No. 3
The following is a DFT calculation (the ωB97M-V functional and the def2-TZVPD basis) of a molecular structure, C4H3ErLiO.

```
10
Properties=species:S:1:pos:R:3
C -1.03056 -2.62640 1.52979
H 0.29411 2.64277 -1.63333
H 1.04995 0.43590 -2.35274
Li -0.84043 -0.83415 -0.77661
Er 0.58457 0.69639 2.04666
C 0.49315 0.69465 -1.44317
O 0.68791 2.22067 0.37988
C 0.72071 1.91618 -0.85251
H -1.51479 -3.57924 1.37359
C -0.44463 -1.56677 1.72845
```

As for the charge: +2. For the energy above the lowest of the compared OMol25 structures with the same formula, charge and spin, the calculation gives 18.6 kcal/mol. For the strongest force on any atom, the calculation gives 4.16 eV/Å. Its spin multiplicity is 5.